1.
A cluster of 10 separate species, H20O10 in total at a distorted geometry. Source: the Open Molecules 2025 dataset; level of theory: ωB97M-V/def2-TZVPD.

```
30
H20O10 ωB97M-V/def2-TZVPD
H -0.5703 -2.6092 1.6337
H -0.5485 -1.2507 1.2451
H 1.7241 -1.4532 1.7795
H 2.1530 -1.1624 0.4064
H -1.9600 -0.8272 2.4915
H -1.7504 0.3815 1.5337
H 2.1117 0.7596 1.2076
H 2.5654 2.2778 1.3459
H 1.7809 0.5047 -1.7145
H 3.1772 -0.0644 -1.3818
H -0.1747 1.7759 -1.5652
H 0.9835 1.8874 -0.5547
H -2.5992 -1.2546 -0.1837
H -1.5238 -1.5802 -1.3420
H -2.5665 1.8767 -1.8194
H -2.1979 0.5416 -1.2008
H -0.0988 1.9031 1.5776
H -1.1011 1.9510 0.3620
H 1.0525 -1.6234 -1.7618
H 0.4797 -2.4866 -0.6657
O 0.0022 -1.9714 1.2680
O 2.4334 -0.9985 1.3034
O -2.2391 -0.4820 1.6321
O 1.8337 1.7253 1.1579
O 2.2828 -0.2850 -1.5552
O 0.8026 2.0222 -1.5041
O -2.3876 -1.1769 -1.1379
O -2.0995 1.5065 -1.0752
O -1.0542 1.9227 1.3192
O 0.3084 -2.2061 -1.5823
```

Results
structure (SMILES) = O.O.O.O.O.O.O.O.O.O
ΔE to the lowest compared entry with this formula, charge and spin = 1.192 eV
gap between HOMO and LUMO = 11.427 eV
total energy = -20801.4211 eV


2.
The ion HN4O2 with charge +1 at a distorted geometry. Source: the Open Molecules 2025 dataset; level of theory: ωB97M-V/def2-TZVPD.

```
7
HN4O2 ωB97M-V/def2-TZVPD
N -1.9633 -1.6612 -0.2955
N -0.9512 -1.3331 -0.2073
N 0.2709 -0.3983 0.1379
N 0.4239 1.1507 0.1661
O 1.5243 1.3332 -0.0898
O -0.5626 1.7399 0.2931
H 1.2579 -0.8312 -0.0044
```

Results
structure (SMILES) = N#[N+]N[N+](=O)[O-]
total charge = +1
ΔE to the lowest compared entry with this formula, charge and spin = 2.573 eV
gap between HOMO and LUMO = 9.775 eV
total energy = -10055.5128 eV


3.
A cluster of 3 separate species, C34H68BrCl2N3O7P2S2 in total at a distorted geometry. Source: the Open Molecules 2025 dataset; level of theory: ωB97M-V/def2-TZVPD.

```
119
C34H68BrCl2N3O7P2S2 ωB97M-V/def2-TZVPD
C 3.1196 0.1683 0.1334
C 2.1167 0.6590 -1.0432
C 0.7302 -0.2083 -1.0746
O 0.5388 -0.5905 -2.4534
C -0.5935 -1.4319 -2.7044
C -1.5448 -1.6862 -1.4008
C -2.8382 -2.6154 -1.7717
C -4.2028 -1.8012 -1.3862
Br -2.9131 -4.2787 -0.6301
O -0.3662 -2.7358 -3.2508
C 0.9678 -3.0986 -3.6323
P 2.2041 -3.3653 -2.1778
S 3.8420 -4.0775 -3.0291
C 1.6194 -2.2891 -4.8539
C 2.6703 -1.1484 -4.7049
C 3.2762 -0.3258 -5.8527
N 2.9234 -0.6009 -7.1980
C 1.9998 -1.6561 -7.3823
C 1.2658 -2.5487 -6.3677
P 0.7773 -4.8983 -4.3628
C 0.9741 -6.2079 -3.0145
C -0.1544 -6.2098 -1.8691
C -0.9556 -5.1143 -5.1115
C -1.5722 -6.5983 -4.9645
C -1.4944 -0.6286 -3.8186
S -0.4864 0.4289 -4.9624
O -2.5822 0.1278 -3.2500
C -2.1728 1.3785 -2.6516
C -2.6702 2.6797 -3.5048
Cl -1.1927 3.7189 -3.9619
C -3.5386 2.2887 -4.7910
C -5.0524 1.8285 -4.4487
Cl -3.6852 3.7842 -5.9010
H 3.9502 -0.4551 -0.3436
H 2.5875 -0.4923 0.9081
H 3.4975 1.0900 0.6942
H 2.6379 0.6637 -2.0601
H 1.8621 1.7627 -0.8097
H -0.0682 0.5151 -0.6635
H 0.9305 -1.0894 -0.3570
H -0.9895 -2.2877 -0.5839
H -1.9586 -0.7291 -0.9508
H -2.8989 -2.8542 -2.8891
H -4.0528 -0.6728 -1.3616
H -4.4240 -2.1122 -0.2933
H -5.1005 -2.1541 -1.9938
H 2.6067 -2.1412 -1.5582
H 1.6971 -4.2516 -1.1786
H 2.9969 -0.8724 -3.6381
H 4.0266 0.5097 -5.6133
H 1.7510 -1.8906 -8.4846
H 0.5342 -3.3696 -6.6771
H 0.8862 -7.2314 -3.5476
H 1.9865 -6.2211 -2.4914
H -1.1999 -6.4892 -2.2222
H -0.2066 -5.2443 -1.2671
H 0.1535 -7.0349 -1.1145
H -0.9652 -4.8786 -6.2440
H -1.7474 -4.3968 -4.6623
H -0.8019 -7.4348 -4.9185
H -2.2180 -6.7685 -5.9094
H -2.3229 -6.6126 -4.0921
H -1.9780 -1.4472 -4.4778
H -0.7754 0.0909 -6.2909
H -1.0717 1.4412 -2.3590
H -2.7606 1.4590 -1.6548
H -3.3220 3.3568 -2.8529
H -3.0894 1.4767 -5.4479
H -5.7246 2.3235 -5.2410
H -5.1143 0.6816 -4.5637
H -5.3097 2.1834 -3.3967
C 2.3461 5.0924 0.5263
O 3.3482 4.3216 1.1722
C 4.5466 5.0622 1.4190
C 4.7451 5.2663 2.9219
N 3.7585 6.2042 3.4582
C 3.7263 6.2542 4.9219
C 3.2897 4.9784 5.6573
O 1.9252 4.6318 5.4468
C 1.6906 3.8622 4.2777
H 1.5243 4.4249 0.2599
H 1.9563 5.8632 1.1972
H 2.7316 5.5525 -0.3877
H 4.5622 6.0138 0.8783
H 5.3737 4.4531 1.0411
H 5.7507 5.6585 3.1031
H 4.6628 4.2861 3.4028
H 2.8372 5.9371 3.1295
H 3.0252 7.0521 5.1890
H 4.7096 6.5655 5.2895
H 3.3819 5.1785 6.7295
H 3.9479 4.1267 5.4545
H 2.5310 3.2104 4.0284
H 1.4474 4.5168 3.4389
H 0.8128 3.2344 4.4600
C -1.5313 2.6285 6.8798
O -1.9447 1.5329 7.6812
C -3.2740 1.0998 7.3876
C -3.2488 -0.2921 6.7548
N -2.6950 -0.2397 5.4012
C -2.4060 -1.5565 4.8290
C -1.3181 -2.3976 5.5140
O -0.0084 -1.8510 5.4002
C 0.3193 -0.8921 6.3950
H -0.5663 2.9765 7.2529
H -1.4035 2.3205 5.8378
H -2.2463 3.4536 6.9411
H -3.8126 1.8167 6.7597
H -3.8016 1.0358 8.3444
H -4.2682 -0.6886 6.7131
H -2.6507 -0.9406 7.4031
H -1.8335 0.2948 5.4190
H -2.0926 -1.3817 3.7939
H -3.3343 -2.1352 4.7815
H -1.2821 -3.3599 4.9932
H -1.5578 -2.6310 6.5569
H -0.1752 -1.0909 7.3482
H 0.0861 0.1141 6.0423
H 1.4009 -0.9332 6.5555
```

Results
structure (SMILES) = CCCO[C@](C[C@H](C)Br)(O[C@]([PH2]=S)(c1ccncc1)P(CC)CC)[C@H](S)OC[C@@H](Cl)[C@@H](C)Cl.COCCNCCOC.COCCNCCOC
gap between HOMO and LUMO = 7.739 eV
total energy = -190487.1263 eV


> Number 1 is which compound?

H20O10